{"formula": "C17H7FO4", "method": "wB97M-V/def2-TZVPD", "smiles": "O=C1C=CC(=O)c2c1ccc1c2c(=O)oc2cc(F)ccc21", "e_tot_ha": -1052.794206, "largest_force_ha_per_bohr": 0.1408, "relative_energy_kj_mol": 99.6, "homo_energy_ha": -0.3376, "symbols": ["O", "C", "C", "C", "C", "O", "C", "C", "C", "C", "C", "C", "C", "O", "O", "C", "C", "C", "F", "C", "C", "C", "H", "H", "H", "H", "H", "H", "H"], "positions_angstrom": [[0.563563, 5.328283, -0.158164], [0.166017, 4.292617, -0.653334], [-0.459445, 4.371987, -1.918653], [-0.973088, 3.205925, -2.489174], [-0.806520, 1.922441, -1.867422], [-1.476027, 0.960322, -2.174630], [0.228316, 1.715795, -0.811649], [0.623872, 2.942460, -0.129173], [1.374730, 2.778027, 1.050289], [1.452470, 1.547231, 1.687825], [0.965999, 0.392860, 1.056149], [0.631230, 0.457318, -0.259446], [0.745481, -0.763357, -1.074334], [1.030916, -0.725958, -2.261069], [0.490355, -1.872439, -0.354834], [0.688683, -2.038290, 0.976285], [0.507930, -3.288192, 1.589809], [0.706168, -3.440446, 2.888787], [0.742997, -4.716464, 3.420027], [1.183190, -2.333080, 3.723787], [1.258225, -1.039364, 3.128766], [1.011944, -0.936443, 1.706068], [-0.685773, 5.306736, -2.148996], [-1.585825, 3.280201, -3.353432], [1.813299, 3.683068, 1.485628], [1.885062, 1.349945, 2.658602], [0.177534, -4.234680, 1.135107], [1.449460, -2.540699, 4.715339], [1.635370, -0.259672, 3.777976]], "forces_ev_per_angstrom": [[-0.206, 0.071, 0.898], [3.110, -0.594, 1.080], [-2.061, -6.901, -0.728], [1.115, 4.236, 1.049], [1.206, -2.596, 0.186], [-0.711, 0.141, -0.365], [0.948, 2.773, 1.659], [-0.990, -2.788, -0.505], [-0.032, 0.661, 0.644], [-0.414, 0.247, -0.335], [1.381, -0.603, 0.799], [-1.295, 1.318, -1.766], [-0.243, 1.739, -1.490], [-0.577, -1.033, 2.303], [0.022, -2.262, -1.301], [-0.439, 0.247, 0.229], [-1.029, -1.226, -2.296], [2.491, 1.261, 3.714], [-0.476, 1.469, -0.443], [-1.309, 0.292, -3.214], [0.055, -3.338, -0.215], [0.503, 1.806, 2.324], [-0.923, 3.900, -1.848], [-0.390, -0.232, -0.662], [-0.228, -0.413, 0.046], [0.186, 0.802, -0.018], [0.291, 0.834, -0.647], [0.263, -0.037, 1.273], [-0.249, 0.225, -0.372]]}